No. 1
Here is C25H50ClF3O3P2ReSSi2 as an isolated structure from the Open Molecules 2025 dataset. Energies are from ωB97M-V with the def2-TZVPD basis set.

Output
* ⟨S²⟩: 3.766
* calculated total energy: -100852.8642 eV
* maximum force: 3.52 eV/A
* HOMO-LUMO gap (alpha / beta): 6.93 / 7.16 eV

```
! wB97M-V def2-TZVPD RIJCOSX def2/J DEFGRID3
* xyz 0 4
Re 0.22 0.07 -0.29
C 1.86 -0.15 -1.64
C 1.05 -1.33 -1.69
C -0.29 -0.89 -2.08
Si 1.75 -3.04 -1.31
C -0.26 0.51 -2.27
C 1.09 1.00 -1.99
Si 1.82 2.73 -1.85
H 2.93 -0.14 -1.45
H -1.15 -1.51 -2.25
H -1.11 1.09 -2.63
Cl -1.74 0.06 0.86
C 3.68 2.72 -1.66
C 1.25 3.77 -3.31
C 3.61 -3.07 -1.24
C 1.10 -4.29 -2.57
H 1.84 3.48 -4.19
H 1.42 4.84 -3.11
H 0.19 3.62 -3.54
H 3.98 2.10 -0.80
H 4.05 3.74 -1.51
H 4.15 2.32 -2.56
H 1.67 -4.15 -3.50
H 0.03 -4.14 -2.79
H 1.26 -5.31 -2.20
H 4.03 -2.92 -2.24
H 3.96 -4.04 -0.87
H 3.98 -2.28 -0.57
C 1.14 3.54 -0.26
C 1.13 -3.58 0.41
P -0.47 2.79 0.10
H 1.06 4.63 -0.37
H 1.82 3.31 0.57
P -0.48 -2.79 0.71
H 1.83 -3.22 1.18
H 1.06 -4.68 0.48
C -0.95 -3.29 2.44
C -1.74 -3.81 -0.29
C -1.70 3.56 -1.13
C -1.00 3.56 1.72
C -0.58 2.69 2.90
H -2.11 3.54 1.66
C -0.52 4.99 1.93
H 0.57 5.02 2.01
H -0.94 5.34 2.88
H -0.84 5.68 1.15
H -0.94 1.66 2.80
H -1.01 3.11 3.82
H 0.51 2.66 3.02
H -1.39 3.13 -2.10
C -1.63 5.09 -1.23
C -3.14 3.08 -0.84
H -0.61 5.49 -1.34
H -2.12 5.57 -0.36
H -2.20 5.41 -2.12
H -3.36 2.13 -1.36
H -3.84 3.84 -1.22
H -3.33 2.95 0.23
H -1.52 -3.51 -1.33
C -3.19 -3.36 0.03
C -1.60 -5.33 -0.15
H -0.59 -5.71 -0.35
H -2.28 -5.80 -0.87
H -1.93 -5.65 0.85
H -3.64 -2.89 -0.84
H -3.24 -2.64 0.86
H -3.79 -4.24 0.31
C -0.67 -2.14 3.41
C -0.27 -4.57 2.92
H -2.04 -3.45 2.40
H 0.82 -4.42 2.97
H -0.49 -5.44 2.29
H -0.63 -4.79 3.93
H 0.40 -1.86 3.39
H -0.93 -2.46 4.43
H -1.27 -1.26 3.16
C -4.29 -0.27 -2.43
H -4.11 0.15 -3.42
H -4.17 -1.34 -2.28
H -4.75 0.34 -1.65
F 4.46 0.84 3.66
C 3.28 1.17 3.08
F 2.36 1.38 4.07
F 3.44 2.34 2.39
S 2.66 -0.15 1.92
O 3.53 -0.09 0.75
O 2.62 -1.37 2.70
O 1.26 0.35 1.63
*
```

---

No. 2
Here is C25H50ClNP2PbSSi2 as an isolated structure from the Open Molecules 2025 dataset. Energies are from ωB97M-V with the def2-TZVPD basis set.

Output
* calculated total energy: -91162.5754 eV
* maximum force: 4.49 eV/A
* HOMO-LUMO gap (alpha / beta): 3.98 / 3.83 eV

```
! wB97M-V def2-TZVPD RIJCOSX def2/J DEFGRID3
* xyz 0 1
Pb 0.73 0.00 -0.67
C -1.55 -0.04 2.25
C -1.85 1.13 1.50
C -2.49 0.72 0.26
Si -1.47 2.84 2.15
C -2.46 -0.73 0.28
C -1.84 -1.18 1.47
Si -1.45 -2.86 2.08
H -1.18 -0.03 3.26
H -2.93 1.35 -0.42
H -2.92 -1.34 -0.46
Cl 3.00 0.07 -5.12
C -1.00 -2.81 3.90
C -2.87 -4.02 1.73
C -1.05 2.74 3.97
C -2.89 3.98 1.80
H -3.79 -3.44 1.91
H -2.84 -4.86 2.44
H -2.88 -4.40 0.70
H -0.21 -2.06 4.09
H -0.66 -3.80 4.24
H -1.91 -2.52 4.46
H -3.81 3.40 1.95
H -2.89 4.38 0.77
H -2.87 4.81 2.51
H -1.95 2.42 4.51
H -0.74 3.73 4.33
H -0.24 2.01 4.15
C 0.18 -3.53 1.17
C 0.17 3.49 1.26
P 0.48 -2.93 -0.51
H 0.14 -4.64 1.22
H 1.01 -3.19 1.82
P 0.48 2.93 -0.44
H 1.00 3.13 1.91
H 0.14 4.60 1.34
C 1.97 3.94 -1.04
C -0.95 3.68 -1.42
C -0.96 -3.65 -1.50
C 1.97 -3.93 -1.15
C 3.20 -3.03 -1.21
H 1.68 -4.20 -2.18
C 2.24 -5.20 -0.33
H 2.45 -4.94 0.73
H 3.13 -5.67 -0.77
H 1.41 -5.91 -0.38
H 3.11 -2.25 -1.98
H 4.07 -3.64 -1.46
H 3.40 -2.54 -0.26
H -1.85 -3.25 -0.99
C -0.99 -5.18 -1.51
C -0.94 -3.07 -2.92
H -1.09 -5.59 -0.49
H -0.10 -5.59 -2.00
H -1.88 -5.48 -2.09
H -1.04 -1.97 -2.94
H -1.77 -3.50 -3.50
H -0.01 -3.33 -3.45
H -1.85 3.27 -0.91
C -0.92 3.13 -2.85
C -0.98 5.21 -1.39
H -1.09 5.60 -0.36
H -1.87 5.52 -1.97
H -0.08 5.63 -1.86
H -1.03 2.04 -2.89
H 0.00 3.40 -3.37
H -1.76 3.58 -3.42
C 3.20 3.04 -1.12
C 2.25 5.19 -0.19
H 1.69 4.23 -2.07
H 2.45 4.90 0.86
H 1.42 5.91 -0.23
H 3.15 5.67 -0.62
H 3.39 2.52 -0.18
H 4.07 3.65 -1.34
H 3.12 2.28 -1.91
C 1.67 0.03 -2.47
H 2.77 0.02 -2.19
H 1.31 1.01 -2.92
H 1.30 -0.93 -2.96
S 2.96 -0.03 1.31
C 1.92 0.02 2.59
N 1.23 0.05 3.49
*
```

---

No. 3
Here is a 2-piece molecular cluster, C25H50F3O5Si overall from the Open Molecules 2025 dataset. Energies are from ωB97M-V with the def2-TZVPD basis set.

Output
* calculated total energy: -52992.6848 eV
* maximum force: 3.67 eV/A
* HOMO-LUMO gap: 5.08 eV

```
! wB97M-V def2-TZVPD RIJCOSX def2/J DEFGRID3
* xyz -1 1
C 0.60 4.28 1.65
C -1.02 4.62 1.65
O -1.69 3.73 2.61
C -2.52 2.72 1.92
C -1.61 1.48 1.28
O -1.33 1.91 -0.13
C -1.93 0.86 -0.99
Si -1.77 1.24 -2.87
C -0.02 0.82 -3.61
C 1.16 0.79 -2.45
C 1.49 -0.80 -2.12
C 1.99 -0.85 -0.52
C 3.28 -1.87 -0.48
O 4.06 -1.81 0.77
C 4.61 -0.47 1.03
C -3.03 0.08 -3.79
C -4.57 0.71 -3.64
C -5.38 0.05 -2.37
C -6.76 -0.68 -2.91
C -5.83 1.28 -1.36
C -6.42 0.78 0.09
C -5.51 -0.41 0.80
C -6.05 -1.75 1.15
C -5.20 -2.70 2.23
C -7.43 -2.41 0.55
H 1.15 4.81 0.74
H 0.75 3.12 1.54
H 1.02 4.63 2.69
H -1.13 5.77 1.94
H -1.44 4.52 0.55
H -3.15 3.24 1.06
H -3.31 2.30 2.71
H -2.29 0.51 1.31
H -0.63 1.31 1.91
H -1.49 -0.19 -0.67
H -3.09 0.87 -0.75
H -2.03 2.67 -3.11
H 0.27 1.66 -4.40
H 0.02 -0.23 -4.15
H 0.84 1.37 -1.48
H 2.12 1.29 -2.91
H 2.39 -1.09 -2.84
H 0.58 -1.51 -2.31
H 1.06 -1.24 0.09
H 2.22 0.25 -0.22
H 2.83 -2.97 -0.54
H 3.99 -1.78 -1.43
H 5.60 -0.45 1.66
H 4.70 0.12 -0.01
H 3.77 0.12 1.63
H -2.71 0.07 -4.94
H -2.96 -1.02 -3.37
H -4.42 1.87 -3.50
H -5.15 0.54 -4.65
H -4.66 -0.74 -1.84
H -6.70 -1.86 -2.77
H -7.63 -0.31 -2.18
H -7.02 -0.40 -4.04
H -4.91 2.03 -1.22
H -6.70 1.88 -1.90
H -6.46 1.69 0.84
H -7.51 0.39 -0.05
H -4.39 -0.17 1.09
H -5.86 -3.63 2.54
H -4.91 -2.12 3.20
H -4.24 -3.11 1.69
H -8.39 -1.97 1.10
H -7.33 -3.58 0.67
H -7.60 -2.19 -0.60
C 8.13 -2.57 2.89
C 8.42 -1.36 2.02
O 9.53 -0.59 2.48
C 10.87 -1.03 2.16
O 11.00 -1.24 0.85
C 11.38 -2.23 3.05
F 10.94 -2.11 4.33
F 12.74 -2.25 3.13
F 11.00 -3.46 2.63
H 8.26 -2.35 3.95
H 7.10 -2.92 2.72
H 8.79 -3.41 2.64
H 7.55 -0.69 2.10
H 8.50 -1.63 0.97
H 11.46 -0.20 2.58
*
```